Formula: C6H8O2
Source: OMol25
Level of theory: ωB97M-V/def2-TZVPD

XYZ file:
```
16
Properties=species:S:1:pos:R:3:forces:R:3:lowdin_charge:R:1
C 1.47699 0.72357 0.74196 -1.074 1.854 -3.818 -0.280
C 0.19971 0.29340 0.04199 -0.680 0.835 -2.074 -0.378
C -1.27838 0.72552 0.45137 3.182 -8.921 1.984 0.026
C -1.40516 -0.01138 -0.87633 -4.133 5.398 -5.499 -0.327
C -0.91773 -1.38800 -1.05166 -1.009 2.349 2.084 0.019
C 0.06617 -1.19544 -0.25557 5.422 -2.319 5.942 -0.035
H 2.27578 0.56115 2.25796 -2.521 -4.555 -0.764 0.226
H 1.22432 1.89671 1.04635 1.325 -2.839 -0.406 0.178
H 2.40403 0.56139 0.03009 -1.738 1.133 1.020 0.160
H -1.44004 0.01846 1.34245 -0.878 1.767 -0.765 0.151
H -1.44554 1.69795 0.45557 -0.999 4.227 0.145 0.063
H -2.25357 0.48205 -1.51829 0.913 -1.732 0.844 0.167
H -1.43656 -2.11328 -1.48406 -1.679 -3.283 -1.498 0.072
H 0.71369 -1.78674 0.53986 -1.137 0.236 -2.690 0.161
O 1.60020 -0.22232 1.74573 3.869 4.676 4.257 -0.130
O -0.21167 0.69686 -1.36829 1.136 1.173 1.239 -0.074
```
Forces are in eV/Å.

Values from the calculation:
highest occupied orbital energy = -0.32961 hartree
DFT total energy = -383.64392 Ha
maximum force = 9.68 eV/Å
E_LUMO = 0.464 eV
relative energy (zero: lowest compared OMol25 entry of this formula, charge and spin) = 167.04 kcal per mole
multiplicity = 1
orbital gap = 9.43 eV

Formula: C21H47F6N4O6RuS4SeSi3
Source: OMol25
Level of theory: ωB97M-V/def2-TZVPD

XYZ file:
```
93
Properties=species:S:1:pos:R:3:forces:R:3:lowdin_spin:R:1
Ru -1.26910 -0.23160 -0.60210 -0.403 2.097 1.226 1.143
F 3.50380 -0.28330 1.74200 -0.053 0.233 -0.307 0.000
C 2.45440 0.38970 2.21080 -0.072 -0.215 0.143 0.000
F 2.85350 1.08510 3.27380 -0.092 0.238 -0.281 0.000
F 1.54750 -0.49980 2.60870 -0.146 0.024 -0.075 0.000
S 1.68410 1.48640 0.88320 0.797 -0.263 0.821 0.001
O 0.90220 0.56570 0.10460 -0.524 -1.027 -0.555 0.002
O 2.79310 2.11030 0.22840 0.186 0.044 0.200 0.001
N 0.85900 2.55910 1.66750 0.184 -0.131 -0.181 0.000
S -0.64390 2.34830 2.09240 -0.237 0.155 1.578 0.001
O -1.22750 1.10540 1.69890 -0.172 -0.362 0.099 0.008
O -1.39670 3.54910 1.91620 -0.027 0.369 0.149 0.001
C -0.45780 2.23700 3.97320 0.033 -0.080 0.061 0.001
F -1.64190 2.27050 4.58860 -0.099 0.097 -0.410 0.000
F 0.27500 3.25030 4.42640 -0.026 0.050 -0.189 0.000
F 0.13750 1.09680 4.34140 0.054 0.036 -0.304 0.000
C 3.12020 0.94940 -2.89150 0.229 0.123 -0.024 0.000
O 1.84030 0.44160 -2.59840 -0.472 0.081 0.173 0.000
Si 1.50990 -1.17780 -2.45420 0.638 -0.777 -0.574 -0.016
C 2.10390 -1.92200 -4.12240 -0.367 0.267 0.680 -0.008
C 2.62170 -1.94100 -1.10250 -0.729 0.403 -0.314 0.002
C -0.35410 -1.40300 -2.29210 -1.087 0.736 1.778 -0.114
Si -0.83600 -3.12170 -1.60310 -0.285 -1.655 -0.471 -0.016
C -2.72580 -3.34680 -1.33200 0.824 0.549 0.068 -0.001
C 0.08120 -3.75540 -0.04170 -0.078 0.830 -0.428 -0.001
C -0.35960 -4.50780 -2.84900 -0.200 0.701 0.296 -0.011
Si -1.43620 -0.69140 -3.71250 -0.452 -0.103 -1.274 0.006
C -0.66220 0.80180 -4.63600 -0.088 -0.513 0.609 0.001
C -1.62930 -2.03990 -5.07760 0.110 0.467 0.738 0.001
C -3.23140 -0.17200 -3.26790 0.776 -0.184 0.323 0.007
H 3.02290 1.69600 -3.68250 0.082 -0.008 -0.033 0.000
H 3.79030 0.16150 -3.23480 0.132 0.005 -0.054 0.000
H 3.54330 1.41960 -1.99980 0.055 -0.064 -0.059 0.000
H 3.15860 -2.17480 -4.08680 0.244 -0.033 0.090 -0.001
H 1.96530 -1.20290 -4.92220 -0.097 0.213 -0.186 0.000
H 1.56740 -2.82010 -4.39770 -0.164 -0.275 -0.019 0.000
H 3.59020 -1.44590 -1.09250 0.129 0.150 -0.115 0.000
H 2.79700 -2.99950 -1.26560 -0.035 -0.185 -0.117 0.000
H 2.18590 -1.81910 -0.11700 -0.033 -0.003 0.178 0.000
H -3.12440 -2.62270 -0.62410 -0.143 -0.007 0.031 0.000
H -2.93400 -4.33880 -0.94130 0.149 -0.219 0.071 0.000
H -3.27700 -3.24370 -2.26010 -0.086 0.086 -0.242 0.000
H 0.29740 -2.95180 0.65130 0.066 0.021 0.215 0.000
H 1.01330 -4.24110 -0.30240 0.199 -0.110 -0.197 0.000
H -0.53250 -4.48760 0.47270 -0.298 -0.131 0.022 0.000
H -0.90400 -4.44580 -3.78170 -0.113 0.059 -0.276 0.000
H -0.58140 -5.47370 -2.40590 -0.069 -0.161 0.216 -0.001
H 0.70170 -4.48780 -3.07000 0.275 -0.007 -0.057 0.000
H -0.14900 0.47010 -5.53200 0.154 -0.149 -0.174 0.000
H 0.04970 1.34380 -4.02800 0.138 0.161 0.099 0.000
H -1.43360 1.50260 -4.93990 -0.245 0.035 -0.002 0.000
H -0.68070 -2.50760 -5.31460 0.237 -0.107 -0.049 0.000
H -2.00760 -1.58320 -5.98700 -0.107 0.197 -0.127 0.000
H -2.32690 -2.81740 -4.78430 -0.135 -0.175 0.095 0.000
H -3.24380 0.72180 -2.64370 -0.103 -0.053 -0.047 0.002
H -3.77910 -0.95570 -2.75170 -0.049 -0.052 0.105 0.000
H -3.77380 0.06000 -4.18090 0.137 -0.008 -0.317 0.001
C -2.33200 -5.76000 4.02700 -0.060 0.154 -0.170 0.000
C -2.71700 -4.62210 3.08930 0.069 -0.116 0.209 0.000
C -1.79410 -3.42300 3.24030 -0.540 0.223 -0.363 0.002
S -2.46490 -2.02480 2.22260 -0.607 -0.632 1.612 0.002
O -1.29200 -1.55430 1.43520 1.508 0.755 -1.790 0.017
C -2.66110 -0.79840 3.57090 -0.178 -0.277 -0.424 0.000
C -3.81990 -1.11850 4.50000 -0.069 -0.008 0.054 0.000
C -4.04760 0.02700 5.48330 0.056 -0.154 -0.092 0.000
H -2.99460 -6.60930 3.88320 -0.022 -0.111 0.029 0.000
H -2.40760 -5.43940 5.06280 0.018 -0.007 0.167 0.000
H -1.31100 -6.08360 3.84310 0.145 -0.091 0.010 0.000
H -3.74070 -4.31420 3.30640 -0.100 0.011 -0.104 0.000
H -2.68880 -4.96970 2.05630 -0.101 0.035 -0.106 0.000
H -0.79790 -3.63070 2.86070 0.128 0.136 -0.132 0.000
H -1.72000 -3.11450 4.27850 0.021 0.144 0.140 0.000
H -2.82800 0.14130 3.04480 -0.071 -0.051 -0.023 0.000
H -1.70820 -0.73410 4.09470 0.124 -0.028 -0.029 0.000
H -3.62400 -2.03590 5.06080 0.033 -0.065 -0.013 0.000
H -4.72780 -1.28270 3.91610 0.059 -0.012 -0.037 0.000
H -3.15150 0.21570 6.06990 0.089 0.031 0.122 0.000
H -4.86030 -0.21710 6.16210 -0.072 0.037 0.091 0.000
H -4.29780 0.94700 4.96010 -0.060 0.069 -0.069 0.000
C 1.04810 5.28070 -0.32060 0.165 0.065 -0.176 0.000
N -0.12940 4.44950 -0.41240 -0.082 -0.381 -0.046 0.000
C -0.12950 3.27170 -1.04290 0.450 0.711 -0.894 -0.001
N 0.93110 2.90160 -1.76600 0.049 0.190 0.374 0.001
S -1.57030 2.38910 -1.12530 -0.860 -1.864 -0.057 -0.019
H 0.80750 6.14900 0.28310 0.016 0.033 0.034 0.000
H 1.33840 5.61970 -1.31610 0.066 0.037 0.006 0.000
H 1.88260 4.74690 0.14220 -0.010 0.020 0.052 0.000
H -0.83660 4.56890 0.30550 0.005 -0.161 -0.223 0.000
H 1.83540 3.26660 -1.49910 -0.041 0.052 -0.054 0.000
H 0.96130 1.93780 -2.11210 -0.044 0.173 0.029 0.000
Se -5.71940 -1.16290 1.13390 -1.056 -0.168 0.418 0.000
C -4.32030 -0.50470 0.35800 0.374 0.081 -0.523 0.002
N -3.37670 -0.11710 -0.21370 2.054 -0.198 -0.624 -0.012
```
Forces are in eV/Å.

Values from the calculation:
highest occupied orbital energy (alpha / beta) = -0.29141 / -0.29157 hartree
DFT total energy = -7055.62895 Ha
maximum force = 2.46 eV/Å
E_LUMO (alpha / beta) = -2.031 / -1.372 eV
<S²> = 0.859
multiplicity = 2
orbital gap (alpha / beta) = 5.90 / 6.56 eV